Molecular formula: C45H96BBr24N5O5PS
Method: DFT, ωB97M-V/def2-TZVPD

```
178
Properties=species:S:1:pos:R:3:lowdin_charge:R:1
Br -6.39695 1.97749 2.79309 0.64
Br 5.13917 -3.82405 0.86385 0.64
Br 3.19222 -8.25353 -2.43007 0.59
Br -0.02325 4.59034 -3.83448 0.75
Br -12.04806 -1.74478 -1.67298 0.60
Br -2.96514 3.29753 2.39563 0.71
Br 2.40222 -12.10861 -1.65434 0.61
Br 5.82034 -7.43120 0.23698 0.60
Br -4.22641 -1.21357 3.80477 0.68
Br 0.99219 3.89827 8.27132 0.61
Br 3.85677 -7.68747 -6.03381 0.60
Br 0.28671 8.08473 -2.72962 0.62
Br -3.92715 9.48736 -2.23198 0.62
Br 10.90146 -3.73538 0.87420 0.71
Br 10.73266 -5.35909 -2.45184 0.66
Br 7.13927 -1.00990 0.09813 0.58
Br -3.68755 10.59925 -5.73809 0.62
Br -5.45463 -0.73579 7.26012 0.64
Br 0.91588 4.84833 4.69228 0.76
Br 1.88338 -10.18070 1.45052 0.59
Br 6.83807 -2.42750 -3.20776 0.65
Br -10.90427 -4.62042 -3.68425 0.60
Br -2.09813 2.75303 10.38087 0.64
Br -3.84708 2.52689 7.17413 0.74
S -6.16954 0.27727 -1.80638 0.58
P 3.10250 2.51437 1.10672 1.05
O 2.27526 0.84795 -3.28007 -0.16
O -6.28252 1.44961 -0.73888 -0.16
O -7.42297 -0.36912 -1.92836 -0.27
O 0.70750 1.83198 3.19268 0.08
O -5.78434 0.82136 -3.07385 -0.29
N 0.99054 5.34200 0.62065 0.03
N -0.86464 -2.20341 -2.95955 0.16
N 1.64145 0.82417 -0.41802 0.15
N -3.08289 2.02667 -1.71453 -0.07
N -0.82170 2.48001 -0.28463 0.05
C 2.95989 3.76705 2.44378 -0.31
C 11.88603 -5.26452 0.16655 -0.66
C -1.00600 7.27780 -3.93731 -0.69
C -3.27021 3.46696 -1.89965 -0.11
C 4.07651 1.12180 1.89494 -0.24
C -10.25969 -2.78227 -3.65391 -0.70
C -4.56594 2.40139 8.97971 -0.66
C -1.40965 5.91068 -3.46406 -0.67
C -10.25297 -2.22013 -2.25978 -0.71
C 0.38219 2.90289 0.40452 -0.27
C 8.10642 -2.51726 -0.67323 -0.73
C 2.92524 -9.14639 -5.13833 -0.70
C 1.08172 -0.49996 2.34641 0.02
C 1.38154 1.76260 0.70815 -0.36
C -0.51597 4.09076 7.06245 -0.72
C 0.92699 4.18122 -0.29701 -0.24
C -3.87540 3.38111 9.88898 -0.68
C -0.19560 3.58914 5.67950 -0.66
C 4.02223 -5.38098 1.21416 -0.67
C -0.81839 1.21135 -1.02931 -0.28
C -3.97989 -0.45718 -0.22385 -0.21
C -4.97625 -0.96060 -1.27268 -0.19
C -5.33222 9.73302 -3.55810 -0.68
C 3.08027 -11.67743 1.09701 -0.69
C 4.43374 1.95949 -3.08591 -0.19
C -4.88180 9.29615 -4.92579 -0.70
C 12.25944 -5.07649 -1.27758 -0.68
C -5.08726 -2.47934 5.01086 -0.66
C -1.78189 1.54845 -2.21677 -0.14
C -4.23665 3.52188 3.85600 -0.68
C -0.19160 -1.17073 -3.10720 -0.40
C 1.18765 1.54364 -2.66816 -0.17
C -0.19213 -0.51048 -4.46857 -0.01
C -1.48024 0.14959 -0.06983 -0.09
C 2.09070 -8.66765 -3.97656 -0.69
C 5.00311 0.56030 -2.72091 -0.13
C -2.53246 -0.79266 -0.66817 -0.17
C 0.58884 0.74935 -1.51067 -0.23
C 3.67858 -11.58923 -0.27970 -0.70
C 4.84267 -6.55683 1.67661 -0.69
C 0.60450 -0.74348 -1.90526 -0.05
C -6.17961 -1.82663 5.81567 -0.67
C 3.12794 1.81517 -3.88440 -0.20
C 8.43806 -2.25231 -2.10789 -0.68
C -5.01008 2.25911 4.12704 -0.77
B 1.03657 1.06033 2.08942 -0.56
H 12.99070 -5.82195 -1.57992 0.06
H 3.46040 -5.57383 0.30498 0.05
H 3.68460 -9.86238 -4.84388 0.05
H 4.50776 0.20458 -1.82169 0.04
H -4.30406 -2.90735 5.62660 0.05
H 4.19153 -7.32852 2.08194 0.05
H 0.84841 -0.34319 -4.74422 0.09
H 3.33876 -5.07300 2.00315 0.06
H -1.10382 3.49047 5.08673 0.03
H 5.18619 2.51862 -3.62221 0.11
H -6.15991 9.11615 -3.21626 0.06
H -3.67533 3.74703 -2.87021 0.09
H 3.89626 1.13582 2.96794 0.04
H 1.94717 3.96365 2.76338 -0.10
H 4.50502 -12.28848 -0.38231 0.06
H -4.86932 4.36236 3.59285 0.06
H 1.84506 -1.01593 1.77268 0.05
H -1.94624 0.71525 -2.88643 0.10
H 11.26694 -6.13905 0.33241 0.05
H 4.01942 -10.58915 -0.52985 0.01
H -5.85423 2.21822 -1.13948 0.08
H 6.05422 0.59481 -2.47589 0.04
H 7.47334 -3.38894 -0.54024 -0.01
H -1.34481 -2.41275 -3.82739 0.07
H 1.87222 4.06972 -0.82012 0.08
H 2.62383 2.76517 -4.04799 0.10
H -4.39346 1.37154 4.13328 -0.05
H -5.50029 -3.25045 4.36518 0.06
H -6.78826 -2.58180 6.30675 0.06
H 4.78744 -0.15104 -3.50349 0.05
H -4.09765 0.58986 0.01294 0.08
H 0.33190 2.64206 5.68547 0.05
H -2.36006 -1.78400 -0.25479 0.12
H -1.35454 2.39367 -2.76290 0.06
H 3.85719 -11.60540 1.85424 0.06
H -0.80156 5.13758 7.08063 0.06
H 1.59605 2.51184 -2.37587 0.10
H -9.24750 -2.82970 -4.04824 0.05
H 0.14779 5.88454 0.51118 0.07
H -1.60599 5.87330 -2.39850 0.04
H -6.81778 -1.17913 5.22358 0.05
H -3.62736 3.78681 4.71617 0.00
H 2.50713 -12.58431 1.25432 0.05
H -5.62364 2.63620 8.88532 0.07
H -3.76000 1.58171 -2.32246 0.07
H 2.50440 1.16458 -0.87100 0.12
H 0.11459 -0.98197 2.24341 0.07
H 3.30985 4.70534 2.03332 0.04
H -4.50876 -1.31727 -2.18101 0.10
H -4.17812 -1.00439 0.68739 0.07
H 8.83370 -1.25775 -2.28504 0.06
H 1.48416 1.97448 3.73785 0.09
H 5.58363 -6.28345 2.41999 0.05
H -4.41494 3.47983 10.82775 0.06
H 9.00985 -2.63466 -0.07251 -0.08
H -5.53500 2.33563 5.07175 0.00
H 12.64537 -4.08594 -1.49147 0.05
H -5.73062 9.22545 -5.60163 0.06
H 4.16071 2.42698 -2.13943 0.08
H -1.65965 2.61926 0.24095 0.02
H 5.13271 1.30922 1.77082 0.03
H -0.71520 -0.47689 0.37661 0.08
H 3.59164 3.56051 3.30167 0.05
H -1.86176 7.95072 -3.93092 0.01
H 1.63160 -1.06445 -2.07824 0.14
H 0.19559 4.46116 -1.05743 0.05
H -4.35200 8.34965 -4.91349 0.04
H -2.50804 -0.92948 -1.73645 0.07
H -0.66972 0.46050 -4.50933 0.07
H 2.29161 -9.58736 -5.90418 0.06
H 9.14273 -2.99077 -2.47825 -0.01
H 0.07299 3.26572 1.38219 0.11
H 3.78029 0.15418 1.50733 0.03
H 0.49242 1.72502 -3.47693 0.08
H -5.62188 10.77701 -3.51790 0.05
H 0.27953 -1.35674 -1.07295 0.12
H -0.55859 7.27440 -4.92528 0.06
H -3.75442 4.36093 9.44003 0.05
H -1.94749 0.63707 0.77806 0.10
H 1.51334 -7.77598 -4.19586 0.05
H -2.34364 3.97636 -1.68964 0.04
H 3.37933 1.43083 -4.86951 0.13
H -4.45557 1.37047 9.29838 0.03
H 1.71558 5.94393 0.25879 0.07
H 1.42233 -9.46075 -3.64588 0.05
H -10.88628 -2.21759 -4.33510 0.05
H 1.90212 -0.11512 -0.12104 0.15
H -3.95756 3.81099 -1.12548 0.08
H -9.68697 -1.29304 -2.22641 0.03
H -0.59645 -1.14792 -5.24038 0.09
H -5.55488 -1.79258 -0.89902 0.10
H 12.77841 -5.33158 0.78404 0.06
H -1.30675 3.49347 7.50496 -0.05
H 1.37304 -0.65097 3.38452 0.08
H -2.28632 5.56025 -4.00361 0.06
H -9.85372 -2.91074 -1.52542 0.05
```

The HOMO-LUMO gap comes out at 9.201 eV. The value obtained for the HOMO energy is -0.399 Ha. Its net charge is +1.